88
Properties=species:S:1:pos:R:3:lowdin_charge:R:1 method="wB97M-V/def2-TZVPD" homo_energy_ev=-9.10 relative_energy_ev=2.9398 lumo_energy_ev=0.169
N -4.18157 0.47282 -0.49998 0.167
C -4.84958 1.59276 -0.28788 -0.719
N -6.08306 1.38681 -0.58275 0.180
O -4.23421 2.62344 0.01510 0.008
H -4.56104 -0.45266 -0.63996 0.106
H -3.20142 0.71422 -0.46628 0.076
H -6.70190 2.17868 -0.68312 0.132
H -6.24315 0.45251 -0.93140 0.119
N 3.14533 -0.37410 3.22585 0.191
C 3.06538 0.77759 2.66470 -0.781
N 1.88371 1.30178 2.83844 0.174
O 3.91936 1.40076 2.04254 0.008
H 2.37174 -0.69875 3.78821 0.073
H 3.99185 -0.92298 3.17845 0.129
H 1.75720 2.16626 2.33173 0.070
H 1.26527 0.73808 3.40403 0.078
N 3.17944 3.26055 -0.19937 0.170
C 2.12767 3.97288 0.15295 -0.733
N 1.77718 4.75230 -0.79342 0.198
O 1.46923 3.69861 1.16061 -0.009
H 3.64852 2.75963 0.54167 0.075
H 3.72897 3.59689 -0.97718 0.108
H 0.86932 5.19487 -0.78973 0.060
H 2.28753 4.90268 -1.65193 0.124
N -1.46724 4.14642 0.20146 0.195
C -1.66565 5.04337 -0.70054 -0.803
N -2.92124 5.09738 -0.92028 0.181
O -0.82712 5.75518 -1.19275 0.033
H -2.24847 3.58019 0.50008 0.088
H -0.53345 4.07467 0.57959 0.080
H -3.18471 5.74007 -1.65351 0.127
H -3.53735 4.40584 -0.51745 0.072
N 2.17336 -3.45417 1.44372 0.170
C 2.55996 -4.52097 2.12096 -0.779
N 2.72534 -5.52656 1.30306 0.155
O 2.68591 -4.61959 3.31967 0.039
H 2.23000 -3.42292 0.43580 0.110
H 1.82813 -2.66461 1.97051 0.078
H 3.22136 -6.29577 1.73014 0.121
H 2.58510 -5.44296 0.30634 0.110
C 2.42167 1.25064 -3.21697 -0.069
C 2.51369 -0.20313 -3.60692 -0.515
C 2.36250 -0.36119 -5.10123 -0.069
O 3.83376 -0.60264 -3.39103 -0.048
H 2.96100 1.95245 -3.85311 0.090
H 2.74935 1.35125 -2.18226 0.062
H 1.35770 1.48726 -3.20750 0.088
H 1.81904 -0.80814 -3.02423 0.125
H 2.51585 -1.42417 -5.28738 0.077
H 3.17538 0.10093 -5.66139 0.080
H 1.49716 0.03929 -5.62933 0.079
H 4.27933 0.24365 -3.30818 0.080
C 0.55591 -2.76970 6.04812 -0.037
C 0.28111 -2.14797 4.71182 -0.489
C -1.18209 -2.13367 4.30517 -0.045
O 0.64035 -0.78872 4.61960 -0.086
H 1.57255 -3.16020 6.00282 0.083
H -0.12033 -3.57994 6.32071 0.086
H 0.60766 -2.10096 6.90731 0.084
H 0.86461 -2.72226 3.99223 0.113
H -1.26569 -1.73978 3.29227 0.063
H -1.83534 -1.46446 4.86510 0.088
H -1.54486 -3.15316 4.43613 0.085
H 0.03976 -0.41123 5.26644 0.107
C -2.78374 -3.66377 -4.22901 -0.049
C -2.78996 -2.11194 -4.03521 -0.550
C -2.56239 -1.71882 -2.64151 -0.068
O -1.94971 -1.54194 -4.94773 -0.019
H -3.20036 -4.02408 -5.16959 0.074
H -3.34386 -4.17885 -3.44859 0.073
H -1.75843 -4.02710 -4.15944 0.077
H -3.78268 -1.81270 -4.37148 0.131
H -2.53777 -0.62997 -2.59794 0.073
H -1.60434 -2.09452 -2.28220 0.091
H -3.36869 -1.93756 -1.94142 0.073
H -1.51520 -2.16164 -5.53830 0.092
C 0.92005 -0.08769 0.08604 -0.018
C -0.58616 0.15592 0.26095 -0.471
C -0.95188 0.89426 1.54000 -0.041
O -1.07511 0.93199 -0.81240 -0.065
H 1.45110 0.86415 0.09488 0.071
H 1.08597 -0.68037 -0.81357 0.067
H 1.45439 -0.58279 0.89688 0.054
H -1.19275 -0.74742 0.32528 0.129
H -1.08413 0.20720 2.37580 0.059
H -1.99849 1.15759 1.38714 0.068
H -0.25569 1.72595 1.64818 0.065
H -0.72624 1.81840 -0.69343 0.075

101
Properties=species:S:1:pos:R:3:lowdin_charge:R:1 method="wB97M-V/def2-TZVPD" charge=-1 homo_energy_ev=-2.86 lumo_energy_ev=0.960
C 0.95657 1.95367 -3.65641 -0.091
C 0.40179 3.46114 -3.51820 -0.286
O -0.99270 3.61121 -3.81641 -0.199
C -1.81810 3.08541 -2.73731 -0.182
C -3.26032 3.74542 -2.62067 -0.090
C -4.43770 3.04758 -3.45743 -0.398
N -4.30682 3.49799 -4.88530 0.039
C -4.44658 1.45133 -3.46939 -0.113
C -4.73440 0.73994 -2.06953 -0.260
O -3.79517 1.03730 -1.01000 -0.129
C -5.84433 3.67954 -2.92841 -0.522
O -6.48562 4.50806 -3.66771 -0.116
O -6.37052 3.37443 -1.68095 -0.226
H 0.59691 1.43532 -4.60380 0.082
H 2.10174 2.04952 -3.73603 0.057
H 0.75339 1.32844 -2.72056 0.061
H 0.69995 3.80550 -2.46902 0.106
H 0.98717 4.12090 -4.25059 0.113
H -1.80253 1.95028 -2.80000 0.115
H -1.26522 3.35324 -1.75556 0.123
H -3.58642 3.73353 -1.52056 0.086
H -3.25457 4.85779 -2.92633 0.133
H -3.65644 2.85958 -5.37044 0.015
H -3.98622 4.47024 -4.92655 0.069
H -3.50031 1.02039 -3.97008 0.111
H -5.31278 1.14574 -4.16913 0.128
H -5.79154 0.89647 -1.67844 0.102
H -4.63484 -0.39669 -2.26207 0.106
H -4.13907 1.83906 -0.54422 0.036
C 4.48808 0.01757 -3.82941 -0.693
O 3.49330 0.26138 -4.49349 0.018
N 5.62857 0.75418 -3.92490 0.135
N 4.54448 -1.00146 -2.93836 0.158
H 6.45682 0.57360 -3.38874 0.082
H 5.62551 1.52185 -4.57547 0.099
H 3.71480 -1.57114 -2.83087 0.068
H 5.35347 -1.21246 -2.38417 0.087
C -3.76407 3.61855 1.78352 -0.682
O -3.74536 3.34442 0.59420 0.024
N -4.47140 4.66352 2.28396 0.160
N -3.08083 2.89914 2.70561 0.163
H -4.49997 4.90352 3.25729 0.087
H -4.99376 5.22075 1.62614 0.112
H -2.54383 2.10670 2.36276 0.065
H -3.08111 3.10285 3.68801 0.095
C -6.49766 0.81269 3.40799 -0.702
O -5.76312 1.08807 4.34944 -0.010
N -7.67525 0.15181 3.56965 0.135
N -6.20473 1.13967 2.12915 0.189
H -8.29179 -0.08364 2.81388 0.091
H -7.92962 -0.10933 4.50706 0.095
H -5.33950 1.63097 1.96578 0.082
H -6.79510 0.92198 1.34667 0.108
C 0.11176 1.04044 2.49739 -0.693
O -0.86506 1.48276 1.91008 0.028
N 1.33138 1.62392 2.43350 0.156
N 0.05766 -0.07803 3.26396 0.165
H 2.14341 1.27318 2.90661 0.069
H 1.41231 2.45610 1.87285 0.117
H -0.83290 -0.54216 3.33644 0.114
H 0.84790 -0.45814 3.75212 0.077
C 2.20054 -1.64126 -0.42350 -0.669
O 2.26872 -2.05993 -1.57362 -0.010
N 1.38644 -0.62246 -0.06529 0.198
N 2.93776 -2.16355 0.59137 0.157
H 1.31648 -0.26405 0.87128 0.053
H 0.82273 -0.20767 -0.79052 0.108
H 3.55625 -2.92386 0.36507 0.099
H 2.89621 -1.83377 1.53890 0.015
C -1.74103 2.43279 -7.75108 -0.672
O -2.49309 2.74397 -6.84546 0.039
N -1.34235 1.15194 -7.96462 0.150
N -1.23480 3.34028 -8.62649 0.145
H -0.72357 0.87478 -8.70391 0.087
H -1.69665 0.45077 -7.33522 0.108
H -1.50766 4.30070 -8.49966 0.106
H -0.61411 3.10541 -9.37865 0.085
C 3.96032 -1.06541 3.19703 -0.650
O 2.98004 -0.61698 2.60886 -0.041
N 5.18204 -0.48111 3.12807 0.177
N 3.90754 -2.17939 3.96337 0.189
H 5.99563 -0.83048 3.60025 0.103
H 5.26220 0.35069 2.56664 0.115
H 3.01736 -2.64205 4.03955 0.116
H 4.69849 -2.56271 4.45301 0.060
C 5.16505 -4.99336 6.64641 -0.687
O 5.06567 -4.16863 5.74384 -0.007
N 6.35130 -5.29920 7.22790 0.157
N 4.10256 -5.66788 7.13778 0.169
H 6.45463 -5.97038 7.96659 0.099
H 7.16679 -4.81710 6.88843 0.106
H 3.20400 -5.46901 6.73070 0.115
H 4.16354 -6.34679 7.87384 0.102
C 4.63756 -8.72285 4.66881 -0.698
O 3.94274 -8.41485 5.62519 0.009
N 4.89750 -10.01328 4.33816 0.147
N 5.20952 -7.80035 3.85450 0.157
H 5.46505 -10.28690 3.55721 0.094
H 4.48994 -10.72663 4.91939 0.106
H 5.03929 -6.83043 4.06816 0.100
H 5.78306 -8.03134 3.06422 0.096

no.,Kohn-Sham gap (eV)
1,9.271
2,3.825